13
Properties=species:S:1:pos:R:3:nbo_charge:R:1 method="wB97M-V/def2-TZVPD" e_homo_ev=-8.90 e_tot_ha=-1293.3652 total_charge=0 gap_ha=0.305 smiles="CS[P@@](C)(O)=S" lumo_energy_ev=-0.599
C -0.8092 0.4778 1.7652 -1.012
C 1.2794 0.8198 -2.0045 -0.691
O -1.3968 -1.7287 0.5595 -0.984
P -0.1290 -0.7324 0.6155 1.410
S 1.6124 -1.3968 1.0889 -0.486
S -0.5023 0.5372 -1.6436 -0.180
H -0.0205 0.8701 2.2915 0.255
H -1.6322 0.9644 1.2665 0.270
H -1.4382 -0.1160 2.5821 0.256
H 1.5311 -0.1240 -2.5075 0.219
H 1.8365 0.9336 -1.1707 0.217
H 1.2002 1.6426 -2.5942 0.216
H -1.5314 -2.1478 -0.2487 0.509

96
Properties=species:S:1:pos:R:3:mulliken_charge:R:1 method="wB97M-V/def2-TZVPD" e_homo_ev=-4.39 e_tot_ha=-22001.6531 total_charge=-1 gap_ha=0.222 lumo_energy_ev=1.655
C -1.9240 -2.6245 -1.0162 -0.530
C -0.9353 -2.9932 -1.8492 -0.313
Ga -0.4608 -1.9897 -3.5717 0.027
C -0.9495 -0.0063 -3.4100 -0.916
C 0.1692 1.0245 -3.2509 -0.519
C 1.1337 0.8822 -2.0820 0.175
F 2.2457 0.1346 -2.4168 -0.091
Br 0.3208 0.0885 -0.5125 0.050
C 1.7132 2.2404 -1.6216 0.471
F 0.8095 2.9885 -1.0016 -0.160
F 2.7368 2.0590 -0.7836 -0.186
Br 2.4285 3.2627 -3.1244 -0.178
H -1.8255 -2.7738 0.0665 0.242
H -2.8571 -2.1749 -1.3608 0.190
H -0.3381 -3.8596 -1.5401 0.343
H 1.0849 -2.2414 -3.9405 -0.224
H -1.4010 -2.6349 -4.7320 -0.372
H -1.4451 0.2399 -4.3564 0.492
H -1.7094 0.1228 -2.6317 0.320
H -0.2715 2.0268 -3.1184 0.364
H 0.7905 1.0648 -4.1502 0.005
C 2.0524 6.6488 -5.5047 -0.206
Cl 0.5740 7.0268 -6.3973 -0.156
Cl 2.8137 5.1588 -6.0677 -0.131
H 2.7519 7.4644 -5.6406 0.288
H 1.7990 6.5248 -4.4582 0.193
C 4.2201 -1.7310 -0.7692 0.567
Cl 3.6223 -3.3501 -1.1039 -0.152
Cl 4.6700 -1.4941 0.9322 -0.111
H 5.0956 -1.5457 -1.3803 0.259
H 3.4292 -1.0320 -1.0054 -0.553
C -5.6956 -4.2889 -1.3591 -0.388
Cl -5.9831 -2.5892 -0.9512 -0.099
Cl -4.5308 -4.4810 -2.6653 -0.110
H -5.3078 -4.7855 -0.4776 0.269
H -6.6391 -4.7256 -1.6648 0.327
C 5.7065 0.2725 4.1753 -0.206
Cl 5.4669 -1.4702 4.2043 -0.163
Cl 6.1166 0.9563 5.7593 -0.192
H 6.5140 0.5047 3.4920 0.333
H 4.7809 0.7289 3.8435 0.210
C 4.0675 0.3154 -5.1872 0.220
Cl 2.6922 0.6045 -6.2562 -0.043
Cl 4.8838 -1.2137 -5.5397 -0.190
H 4.7790 1.1215 -5.3192 0.346
H 3.6965 0.2822 -4.1698 -0.342
C 3.7729 -0.0256 8.3762 0.827
Cl 3.6286 -1.7748 8.5734 -0.185
Cl 4.1004 0.7918 9.9164 -0.185
H 4.5879 0.1895 7.6979 -0.229
H 2.8420 0.3628 7.9838 -0.247
C 0.8868 2.4304 6.3624 0.126
Cl 2.5389 2.4340 5.7176 -0.120
Cl 0.8323 1.8932 8.0494 -0.176
H 0.4991 3.4405 6.3125 0.360
H 0.2807 1.7543 5.7740 -0.199
C 2.5164 -0.2950 13.2302 -0.045
Cl 2.3893 -2.0494 13.4237 -0.151
Cl 2.8255 0.5175 14.7705 -0.166
H 3.3346 -0.0816 12.5548 0.062
H 1.5816 0.0741 12.8268 0.268
C -2.2594 1.4229 3.9094 -0.141
Cl -0.6564 1.4032 3.1684 -0.073
Cl -2.2132 0.9697 5.6270 -0.187
H -2.6627 2.4227 3.8273 0.171
H -2.8891 0.7144 3.3845 0.242
C -0.4151 -0.0019 -8.1657 0.681
Cl -1.2103 -1.0044 -6.9555 -0.187
Cl -1.5468 1.0196 -9.0878 -0.144
H 0.2898 0.6494 -7.6628 -0.066
H 0.0970 -0.6540 -8.8615 -0.397
C -3.9692 2.4026 0.1373 -0.204
Cl -4.0868 0.6940 0.5505 -0.119
Cl -3.5973 3.3972 1.5584 -0.185
H -3.1747 2.5351 -0.5873 0.184
H -4.9211 2.7294 -0.2627 0.325
C -5.0518 2.9291 -10.3543 -0.230
Cl -3.4240 2.6782 -10.9977 -0.147
Cl -5.3829 1.9132 -8.9497 -0.133
H -5.1436 3.9668 -10.0572 0.251
H -5.7665 2.6854 -11.1309 0.255
C 2.0615 -3.2951 -9.9479 -0.275
Cl 1.7718 -3.3464 -8.2104 -0.095
Cl 1.1467 -1.9897 -10.7233 -0.192
H 3.1159 -3.1178 -10.1221 0.264
H 1.7473 -4.2347 -10.3858 0.272
C -9.3101 -0.0814 0.3917 -0.314
Cl -7.7607 0.5980 0.9047 -0.089
Cl -9.2242 -1.8281 0.1489 -0.139
H -10.0459 0.1247 1.1595 0.288
H -9.5910 0.3800 -0.5472 0.252
C 1.2333 -5.4340 14.1604 0.244
Cl -0.2205 -6.0548 13.3703 -0.155
Cl 2.5673 -6.5934 14.1138 -0.156
H 1.5439 -4.5325 13.6473 -0.185
H 0.9977 -5.2250 15.1966 0.282

322
Properties=species:S:1:pos:R:3:mulliken_charge:R:1 method="wB97M-V/def2-TZVPD" e_homo_ev=-9.16 e_tot_ha=-6477.2200 total_charge=0 gap_ha=0.354 lumo_energy_ev=0.481
C 1.1453 2.9420 4.3869 -0.221
O -0.0924 3.2369 5.0367 -0.516
C -0.9352 2.0843 5.1144 0.337
C -2.2111 2.4400 5.8135 -0.529
O -2.9741 1.2792 5.9778 -0.056
C -4.2708 1.3875 6.6111 -0.529
C -4.2385 1.8677 8.0812 -0.738
O -3.4607 0.9317 8.8576 -0.337
C -4.0504 -0.3192 9.1319 -0.676
H 1.7013 2.1428 4.8770 0.447
H 1.8379 3.7730 4.2534 0.343
H 0.9225 2.4956 3.4178 -0.141
H -0.4567 1.3108 5.7151 0.368
H -1.2245 1.7754 4.1099 -0.284
H -2.6663 3.2440 5.2352 -0.086
H -2.1408 2.8192 6.8330 0.623
H -4.6292 0.3581 6.6105 0.396
H -4.9584 1.9064 5.9432 0.257
H -5.1952 1.9695 8.5934 0.380
H -3.8119 2.8631 8.2053 0.338
H -3.4607 -0.7674 9.9315 0.228
H -4.1781 -0.8878 8.2107 0.272
H -5.0541 -0.1262 9.5108 0.316
C -0.3381 0.8511 -5.1137 0.124
O 0.8852 1.0768 -4.4297 0.624
C 1.7549 -0.1168 -4.4401 -0.277
C 3.1232 0.0660 -3.7169 0.882
O 4.0340 0.8309 -4.4714 -0.545
C 5.3856 0.7035 -3.9799 0.140
C 6.4460 1.2914 -4.9268 -1.030
O 6.2125 2.6815 -4.9754 -0.141
C 7.1281 3.3628 -5.7098 -0.920
H -1.0453 0.1653 -4.6473 -0.313
H -0.2424 0.5471 -6.1561 0.304
H -0.9088 1.7794 -5.1348 -0.467
H 2.0012 -0.3708 -5.4710 0.663
H 1.3626 -1.0167 -3.9665 -0.618
H 3.5808 -0.9014 -3.5098 -0.017
H 2.9179 0.6058 -2.7925 -0.288
H 5.6864 -0.3249 -3.7798 0.231
H 5.4000 1.2378 -3.0299 0.074
H 6.3776 0.7025 -5.8414 0.398
H 7.4271 1.0950 -4.4943 0.430
H 8.1704 3.2638 -5.4067 0.319
H 6.8718 4.4222 -5.7107 0.226
H 6.9899 3.0357 -6.7403 0.366
C 2.4231 6.6898 -6.3264 -0.614
O 1.9574 7.0654 -5.0412 -0.465
C 0.7991 6.3178 -4.5886 -0.480
C 1.1079 4.9119 -4.2465 0.754
O 2.0003 4.9284 -3.1898 -0.481
C 2.4519 3.6363 -2.8299 0.048
C 3.3664 3.7811 -1.5399 -0.296
O 2.5932 4.5162 -0.5732 0.042
C 3.2748 4.7724 0.6298 -0.989
H 2.7777 5.6592 -6.3410 0.211
H 3.3093 7.2761 -6.5693 0.335
H 1.7200 6.8480 -7.1441 0.270
H 0.0429 6.2788 -5.3726 0.358
H 0.5601 6.8660 -3.6773 0.173
H 1.4813 4.3106 -5.0754 0.417
H 0.1651 4.4337 -3.9810 -0.726
H 3.0282 3.1895 -3.6401 0.781
H 1.6375 2.9567 -2.5787 -0.627
H 4.3121 4.2588 -1.7961 0.728
H 3.5207 2.7456 -1.2367 -0.353
H 3.2629 3.9133 1.3006 0.113
H 2.7144 5.4696 1.2527 0.222
H 4.2470 5.2487 0.5033 0.508
C 4.9935 4.1511 3.4473 -0.739
O 5.8555 4.1518 2.3321 -0.317
C 6.6208 2.9430 2.2946 -1.056
C 5.8991 1.7749 1.5780 0.310
O 4.8234 1.3736 2.4885 -0.403
C 3.9522 0.4078 1.9194 0.169
C 4.5667 -1.0215 1.8296 -0.462
O 5.6149 -1.2867 0.9306 -0.455
C 5.3531 -1.1679 -0.4628 0.184
H 5.5739 4.0642 4.3659 0.423
H 4.2923 3.3173 3.4803 0.181
H 4.5049 5.1040 3.6507 0.306
H 6.9798 2.6802 3.2897 0.402
H 7.5701 3.1685 1.8087 0.406
H 6.4929 0.8752 1.4171 0.454
H 5.5005 2.0880 0.6130 -0.174
H 3.4888 0.7731 1.0029 -0.061
H 3.0900 0.2500 2.5673 0.258
H 3.7790 -1.7680 1.7279 0.154
H 4.9796 -1.2119 2.8203 0.341
H 6.2744 -1.3010 -1.0298 0.380
H 4.9664 -0.1777 -0.7038 -0.219
H 4.6119 -1.8969 -0.7906 -0.078
C -0.5825 9.1585 -0.1907 -0.484
O -0.5451 9.1838 1.2396 -0.487
C -1.2693 8.1748 1.9547 -0.612
C -0.6911 6.7524 1.6792 -0.211
O -1.3248 6.2282 0.5532 -0.193
C -0.9092 4.9036 0.2753 0.409
C -1.4048 4.4179 -1.1254 0.570
O -2.8142 4.2570 -1.1911 1.495
C -3.5624 5.4632 -1.1120 -0.867
H -1.5751 9.4321 -0.5484 0.288
H -0.1729 8.2486 -0.6292 0.095
H 0.0727 9.9879 -0.4571 0.266
H -2.3184 8.2199 1.6624 0.306
H -1.1412 8.3645 3.0204 0.356
H -0.7634 6.1474 2.5830 0.186
H 0.3555 6.8046 1.3789 0.254
H -1.3488 4.2714 1.0468 -0.622
H 0.1685 4.7414 0.2561 0.149
H -0.8682 3.5097 -1.3996 -1.281
H -1.0270 5.1538 -1.8353 0.338
H -3.6615 5.7770 -0.0729 -0.292
H -4.5727 5.2996 -1.4870 -0.111
H -3.0670 6.2302 -1.7073 0.452
C 6.3661 -4.4057 2.1853 -0.422
O 6.3996 -5.7443 2.6950 -0.279
C 6.7893 -5.7974 4.1024 -0.214
C 8.3459 -5.5982 4.2017 -0.795
O 8.7704 -6.2137 5.3776 -0.228
C 10.1405 -5.9931 5.7019 -0.577
C 10.5044 -6.6231 7.1184 -0.612
O 9.8416 -6.0397 8.2410 -0.327
C 10.0827 -6.8018 9.3800 -0.747
H 5.4706 -3.8877 2.5286 0.060
H 6.2501 -4.4095 1.1015 0.058
H 7.2935 -3.8591 2.3563 0.440
H 6.7005 -6.8297 4.4411 0.326
H 6.3153 -5.0835 4.7761 0.237
H 8.5617 -4.5307 4.2471 0.385
H 8.8491 -6.0359 3.3395 0.316
H 10.3273 -4.9195 5.6770 0.351
H 10.7608 -6.4604 4.9370 0.340
H 11.5842 -6.5824 7.2614 0.432
H 10.3442 -7.7009 7.0875 0.378
H 11.1304 -7.0571 9.5392 0.295
H 9.4791 -7.7074 9.3185 0.317
H 9.6279 -6.3082 10.2389 0.268
C 3.3164 -4.9253 4.4304 -0.915
O 1.9247 -4.8978 4.5688 -0.039
C 1.3933 -4.3951 5.7659 -1.103
C 0.9934 -2.9356 5.6768 -0.712
O 0.0215 -2.7425 4.6406 0.722
C -0.6111 -1.4575 4.6173 -1.346
C -1.3796 -1.3036 3.2636 1.756
O -2.6632 -1.9500 3.0896 -0.344
C -2.4759 -3.3568 2.8678 -0.994
H 3.8070 -5.3985 5.2809 0.566
H 3.7217 -3.9135 4.4380 0.366
H 3.5915 -5.3967 3.4869 -0.036
H 2.0135 -4.5870 6.6414 0.511
H 0.4916 -4.9865 5.9253 0.311
H 1.9341 -2.4023 5.5397 0.291
H 0.6164 -2.6224 6.6504 0.582
H 0.1618 -0.6897 4.6518 0.283
H -1.2641 -1.4011 5.4882 0.483
H -0.6333 -1.5394 2.5049 -0.962
H -1.5375 -0.2510 3.0289 -0.448
H -3.4353 -3.8334 2.6667 0.582
H -2.1844 -3.8755 3.7810 0.478
H -1.8201 -3.6258 2.0398 0.183
C -10.2715 5.6896 -2.4732 -0.809
O -9.4930 4.5075 -2.4438 -0.277
C -8.3000 4.4840 -1.6090 -0.891
C -7.3553 3.3865 -2.1986 0.429
O -7.9738 2.1154 -1.9948 -0.429
C -7.4191 1.0157 -2.7536 0.381
C -8.1587 -0.3094 -2.3974 -1.028
O -7.8927 -0.8232 -1.0923 -0.163
C -8.7932 -1.8651 -0.8262 -1.067
H -10.9105 5.5352 -3.3426 0.259
H -9.6636 6.5768 -2.6509 0.320
H -10.7304 5.9438 -1.5178 0.299
H -8.4985 4.2100 -0.5728 0.390
H -7.8401 5.4694 -1.6832 0.453
H -6.4053 3.2306 -1.6874 -0.363
H -7.2460 3.5745 -3.2667 0.418
H -6.3523 0.9094 -2.5566 -0.406
H -7.4907 1.2728 -3.8104 0.562
H -7.8802 -1.1227 -3.0675 0.362
H -9.2257 -0.1175 -2.5099 0.586
H -9.8350 -1.5451 -0.8100 0.296
H -8.5568 -2.4270 0.0774 0.267
H -8.7174 -2.5896 -1.6370 0.439
C -1.5859 -2.6094 -5.9726 -1.217
O -2.1313 -2.3654 -4.6646 0.501
C -3.5762 -2.3676 -4.6731 -1.189
C -4.0980 -2.6433 -3.2162 -0.380
O -3.7622 -1.7011 -2.2622 0.770
C -4.4569 -1.6438 -1.0106 1.212
C -4.2432 -2.9215 -0.1400 0.091
O -4.6633 -4.1745 -0.6527 -0.247
C -6.0664 -4.3197 -0.5800 -0.760
H -0.5012 -2.5305 -5.8998 0.173
H -1.9847 -1.8407 -6.6346 0.348
H -1.7940 -3.5904 -6.3996 0.390
H -4.0099 -2.9714 -5.4703 0.516
H -3.9346 -1.3534 -4.8493 0.279
H -3.6253 -3.5607 -2.8656 0.031
H -5.1370 -2.9728 -3.2186 0.344
H -5.5156 -1.4512 -1.1841 -0.495
H -4.0407 -0.7609 -0.5254 -1.079
H -4.5684 -2.6889 0.8741 0.851
H -3.1556 -2.8781 -0.0829 -0.881
H -6.3171 -4.2643 0.4793 0.340
H -6.4059 -5.2859 -0.9531 0.359
H -6.6681 -3.5877 -1.1187 0.056
C 0.4962 1.4231 0.5202 0.700
O -0.8600 1.1725 0.1796 1.139
C -1.1642 0.5730 -1.1080 0.473
C -0.7242 -0.9026 -1.3590 0.742
O 0.7528 -1.0125 -1.2951 0.365
C 1.2013 -2.3363 -1.5828 0.239
C 0.9244 -3.2916 -0.4082 0.025
O 1.4895 -2.7975 0.7764 0.525
C 1.4305 -3.6485 1.9001 0.335
H 1.0308 0.5009 0.7484 -0.315
H 0.5507 2.1629 1.3188 -0.726
H 1.1461 1.7999 -0.2696 -0.452
H -0.7095 1.1172 -1.9358 -0.425
H -2.2351 0.6468 -1.2974 -0.887
H -1.0919 -1.3092 -2.3011 0.162
H -1.2015 -1.4938 -0.5775 -0.382
H 2.2790 -2.3277 -1.7461 -0.520
H 0.7377 -2.7610 -2.4732 -0.406
H 1.4199 -4.2396 -0.6177 0.078
H -0.1610 -3.3284 -0.3153 -0.623
H 0.4259 -4.0628 1.9858 -0.541
H 1.7258 -3.0709 2.7760 0.208
H 2.0914 -4.5136 1.9544 -0.486
C -3.6657 2.0055 -3.4759 1.539
O -4.2463 2.6227 -4.6388 -0.526
C -4.1207 4.0512 -4.6592 -0.362
C -2.6634 4.5471 -4.9817 -0.226
O -2.0525 3.9476 -6.1541 0.407
C -2.7118 4.3819 -7.3561 -0.383
C -2.0445 3.5248 -8.4962 -0.773
O -0.7389 3.9789 -8.9640 -0.472
C 0.3084 3.7469 -8.0582 -0.233
H -4.2891 2.1873 -2.6004 -0.531
H -2.6590 2.3133 -3.1932 -0.470
H -3.6107 0.9263 -3.6183 -0.287
H -4.5605 4.4215 -3.7332 -0.136
H -4.7514 4.3932 -5.4798 0.467
H -2.0273 4.2853 -4.1361 -0.609
H -2.7152 5.6357 -5.0005 0.638
H -2.5931 5.4545 -7.5095 0.279
H -3.7663 4.1088 -7.3160 0.322
H -2.6660 3.7469 -9.3637 0.338
H -2.0809 2.4609 -8.2618 0.316
H 0.3788 2.6950 -7.7812 0.174
H 0.2620 4.4046 -7.1903 -0.083
H 1.2857 3.9621 -8.4905 0.386
C 2.1251 -7.1883 -1.6866 0.111
O 3.3554 -7.5072 -1.0415 -0.585
C 3.6499 -6.8726 0.1680 0.144
C 2.9529 -7.5306 1.3598 -0.792
O 1.6157 -7.1717 1.4078 0.054
C 0.8920 -7.7162 2.5394 -0.916
C -0.2495 -6.7824 2.8783 1.300
O -1.2577 -7.6273 3.4014 -0.541
C -2.3831 -6.8789 3.8743 -0.586
H 2.1610 -6.1864 -2.1145 -0.391
H 1.2935 -7.2492 -0.9846 0.065
H 1.9913 -7.8932 -2.5072 0.355
H 3.3571 -5.8363 -0.0009 -0.265
H 4.7282 -6.8665 0.3276 0.410
H 3.4010 -7.1360 2.2717 0.504
H 3.0886 -8.6073 1.2585 0.402
H 1.5772 -7.9044 3.3660 0.274
H 0.4961 -8.6561 2.1548 0.364
H -0.6704 -6.2747 2.0104 -0.022
H 0.0371 -6.0246 3.6075 -0.516
H -2.7254 -6.1124 3.1790 0.069
H -2.2689 -6.3024 4.7923 0.280
H -3.1795 -7.5855 4.1076 0.370
C -6.0528 1.4684 0.6322 -0.272
O -5.7200 1.0525 1.9445 -0.484
C -4.3269 1.2384 2.3122 0.385
C -3.9454 2.7298 2.1842 1.654
O -4.5731 3.5565 3.1577 -0.544
C -3.9575 4.8055 3.0469 1.113
C -4.7865 5.9164 3.7582 -1.065
O -4.0725 7.1520 3.7098 -0.087
C -4.7325 8.1591 4.4577 -0.882
H -6.9609 0.9624 0.3045 0.298
H -5.2758 1.1434 -0.0597 -0.012
H -6.2053 2.5415 0.5165 0.368
H -3.6955 0.5939 1.7007 -0.493
H -4.1686 0.9069 3.3384 -0.091
H -4.1994 3.1223 1.1996 -0.315
H -2.8592 2.8165 2.2121 -0.316
H -3.8827 5.0649 1.9908 -0.666
H -3.0277 4.8156 3.6155 0.010
H -4.9538 5.5248 4.7616 0.415
H -5.7352 5.9869 3.2261 0.373
H -5.2055 7.7670 5.3581 0.334
H -5.4106 8.6804 3.7821 0.308
H -3.9640 8.8574 4.7892 0.241
C 5.1652 -4.6594 -2.8946 -0.932
O 4.2853 -3.5992 -3.1426 0.117
C 3.5993 -3.7669 -4.4026 -0.291
C 2.7334 -5.0008 -4.7553 -0.868
O 1.5202 -4.9499 -4.0792 0.468
C 0.3921 -5.4202 -4.7765 -1.363
C -0.7917 -5.2509 -3.8425 0.748
O -0.7165 -6.2371 -2.8332 -0.460
C -1.6948 -6.1391 -1.7923 -0.342
H 5.9196 -4.3349 -2.1779 0.129
H 5.7051 -4.8276 -3.8264 0.455
H 4.7131 -5.5806 -2.5270 0.177
H 4.3396 -3.6326 -5.1912 0.638
H 2.9851 -2.8680 -4.4551 -0.492
H 3.3546 -5.8686 -4.5337 0.341
H 2.6343 -5.1407 -5.8318 0.547
H 0.6470 -6.4127 -5.1480 0.415
H 0.2571 -4.7352 -5.6135 0.475
H -1.7616 -5.3127 -4.3360 0.534
H -0.7096 -4.2399 -3.4436 -0.764
H -1.3850 -6.9325 -1.1122 0.316
H -2.6960 -6.3492 -2.1686 0.319
H -1.5976 -5.1648 -1.3133 -0.088